1.
{"formula": "C6H12I2NO2", "method": "ωB97M-V/def2-TZVPD", "symbols": ["C", "H", "C", "H", "H", "H", "C", "H", "H", "H", "O", "I", "H", "H", "H", "H", "H", "C", "C", "C", "O", "N", "I"], "xyz": [[-1.243, -0.838, -0.786], [-2.111, 0.908, -1.408], [0.883, 0.395, -0.498], [-2.586, 0.497, 0.194], [-0.744, -1.245, -1.593], [-3.318, -0.423, -1.082], [-0.731, 1.939, 2.503], [2.799, -2.188, -1.651], [-1.637, 1.319, 2.935], [2.753, -0.112, -0.857], [-0.365, 1.549, 1.108], [-1.184, -2.234, 0.796], [1.455, -1.370, -2.552], [0.219, 1.916, 3.097], [2.138, -0.899, 0.470], [0.952, -2.419, -1.146], [-1.221, 2.988, 2.409], [-2.351, 0.112, -0.791], [0.526, 0.583, 0.924], [1.811, -1.761, -1.448], [1.006, -0.204, 1.760], [2.001, -0.552, -0.515], [0.950, 2.034, -1.871]], "s_squared": 2.014, "total_charge": 1, "homo_ev": [-10.67, -12.87], "homo_lumo_gap_ev": [6.641, 6.310], "largest_force_ha_per_bohr": 0.0993, "multiplicity": 3}

2.
{"formula": "C2H5N5O", "method": "ωB97M-V/def2-TZVPD", "symbols": ["H", "C", "H", "H", "N", "N", "H", "H", "N", "N", "N", "C", "O"], "xyz": [[0.073, -0.841, -2.953], [0.426, -0.421, 0.867], [-0.675, -1.311, -0.431], [0.533, 2.107, 2.191], [0.409, 0.256, 2.053], [0.245, 0.761, -1.432], [-1.935, -0.366, -1.838], [-1.021, -2.049, 1.026], [-0.314, -1.495, 0.514], [1.011, 1.466, 1.742], [-0.237, -0.551, -1.811], [0.513, 0.665, -0.249], [0.971, 1.779, 0.321]], "homo_ev": -8.18, "homo_lumo_gap_ev": 7.389, "largest_force_ha_per_bohr": 0.1140, "e_above_lowest_kcal_mol": 189.3}

3.
{"formula": "C19H28FN5O2S", "method": "ωB97M-V/def2-TZVPD", "symbols": ["H", "H", "H", "N", "C", "H", "O", "H", "H", "C", "C", "H", "O", "H", "F", "H", "H", "N", "H", "C", "H", "C", "H", "H", "H", "C", "C", "H", "C", "H", "H", "H", "S", "C", "C", "C", "C", "H", "C", "C", "C", "H", "H", "H", "H", "C", "H", "N", "H", "H", "N", "H", "C", "C", "N", "C"], "xyz": [[-1.498, -1.636, -5.336], [0.081, -3.871, 1.202], [0.467, -0.662, -0.506], [1.793, 0.956, 1.951], [1.576, -3.273, -0.917], [1.671, -4.308, -0.587], [-3.164, -2.777, -3.908], [-3.416, 2.843, -2.096], [2.289, -2.659, -0.372], [-1.181, -1.554, -4.297], [3.541, -0.620, 1.247], [0.413, 2.235, 0.971], [-1.056, 1.448, -1.030], [-0.289, -2.160, -4.155], [3.621, 1.005, -2.508], [3.521, -1.061, 2.239], [-1.154, -2.615, 1.055], [-0.256, 3.511, 5.087], [1.798, -3.226, -1.983], [-1.720, 0.599, -1.616], [-3.260, 3.226, 5.468], [-1.530, -0.898, -1.281], [-2.740, 1.614, 6.011], [-3.181, 0.185, -2.941], [0.534, -2.162, 1.377], [3.580, 0.486, -1.258], [2.703, 1.013, -0.312], [1.550, 4.000, 3.986], [-1.272, 2.702, 4.906], [-0.522, -3.464, -1.173], [5.090, -0.990, -1.634], [-3.635, 2.305, -3.779], [-1.199, 1.706, 3.461], [-2.420, 2.649, 5.864], [1.098, 2.244, 1.826], [-2.954, 2.305, -2.926], [2.672, 0.461, 0.974], [0.426, -1.240, -2.152], [0.650, 3.395, 4.042], [-0.114, -2.859, 0.846], [-0.051, -1.344, -1.179], [1.800, 0.528, 2.877], [-2.031, 2.818, -3.204], [-2.128, 3.074, 6.828], [-0.963, -0.514, -4.074], [4.409, -0.585, -0.893], [-3.081, -2.310, -1.628], [-2.329, -1.833, -2.101], [-1.933, -0.976, -0.272], [1.824, 3.051, 1.676], [4.394, -1.133, 0.338], [2.048, 1.827, -0.604], [-2.287, -2.093, -3.410], [0.313, 2.484, 3.076], [-2.653, 0.934, -2.519], [0.153, -2.781, -0.658]], "homo_ev": -8.27, "homo_lumo_gap_ev": 8.642, "largest_force_ha_per_bohr": 0.0410}

4.
{"formula": "C3H7N3O", "method": "ωB97M-V/def2-TZVPD", "symbols": ["H", "C", "N", "H", "H", "H", "H", "H", "C", "N", "C", "N", "H", "O"], "xyz": [[1.603, 1.390, 0.472], [0.250, 0.184, -0.485], [-3.231, -0.287, 0.056], [-1.062, 0.136, 1.159], [2.890, -0.017, -1.019], [-1.954, -0.252, -1.638], [2.671, -1.292, 0.165], [1.222, 0.083, 1.371], [2.838, -0.206, 0.065], [1.427, 0.386, 0.419], [-2.133, -0.184, -0.563], [-0.953, 0.045, 0.156], [-3.990, -0.458, -0.601], [0.401, 0.162, -1.675]], "homo_ev": -7.02, "homo_lumo_gap_ev": 7.276, "largest_force_ha_per_bohr": 0.0125, "e_above_lowest_kcal_mol": 87.5}

5.
{"formula": "C3H5BrS", "method": "ωB97M-V/def2-TZVPD", "symbols": ["H", "H", "C", "H", "H", "C", "S", "C", "Br", "H"], "xyz": [[-0.703, 1.811, 0.875], [-1.623, 0.220, 0.349], [-0.974, 0.792, 1.017], [-0.047, -1.461, -1.276], [1.638, -1.955, -1.665], [1.521, -0.467, -0.092], [1.392, -1.978, 0.745], [0.972, -1.519, -0.987], [3.075, 0.613, -0.010], [-0.461, 0.228, 1.825]], "homo_ev": [-8.64, -8.09], "homo_lumo_gap_ev": [8.103, 8.377], "largest_force_ha_per_bohr": 0.0390, "e_above_lowest_kcal_mol": 98.2}

6.
{"formula": "C33H31N10Yb", "method": "ωB97M-V/def2-TZVPD", "symbols": ["H", "H", "N", "C", "C", "N", "N", "H", "H", "H", "H", "H", "H", "C", "C", "H", "N", "H", "C", "C", "C", "N", "H", "N", "H", "C", "C", "C", "C", "Yb", "H", "H", "C", "H", "H", "H", "C", "H", "H", "H", "C", "H", "C", "N", "N", "H", "C", "N", "C", "H", "C", "C", "C", "H", "H", "C", "C", "H", "H", "C", "C", "C", "C", "C", "N", "C", "H", "H", "C", "H", "C", "H", "C", "C", "C"], "xyz": [[13.971, 8.531, 11.162], [11.349, 9.965, 7.793], [11.875, 8.486, 11.253], [7.314, 8.303, 10.926], [12.369, 13.780, 10.438], [7.248, 9.455, 10.163], [12.880, 10.759, 8.751], [14.126, 6.181, 12.023], [6.487, 15.077, 12.068], [9.141, 11.907, 9.230], [8.124, 15.037, 10.513], [15.383, 11.912, 14.710], [9.866, 6.129, 12.419], [8.760, 14.314, 10.990], [11.897, 10.463, 14.249], [7.691, 11.395, 8.469], [9.517, 9.844, 10.682], [6.133, 6.787, 11.608], [12.595, 14.398, 9.237], [14.381, 10.745, 6.358], [10.734, 6.595, 12.081], [12.586, 10.961, 13.188], [5.385, 7.936, 10.451], [14.032, 12.102, 11.085], [14.306, 14.214, 11.323], [13.080, 7.933, 11.430], [14.945, 11.272, 7.531], [9.486, 8.578, 11.225], [13.852, 11.296, 13.383], [11.712, 10.797, 10.985], [14.114, 11.214, 16.773], [11.568, 15.239, 7.488], [12.381, 10.279, 7.624], [5.558, 14.542, 14.293], [7.295, 13.828, 15.999], [12.612, 9.704, 5.543], [6.973, 14.378, 12.722], [10.834, 10.207, 14.099], [15.478, 12.337, 12.630], [9.264, 15.110, 8.579], [14.388, 11.536, 14.681], [11.888, 10.122, 16.403], [11.440, 14.860, 8.523], [6.186, 7.594, 10.983], [8.450, 11.157, 9.103], [15.928, 11.702, 7.578], [10.712, 7.878, 11.528], [8.404, 7.794, 11.508], [13.163, 6.664, 11.955], [15.345, 10.648, 11.985], [14.149, 11.323, 8.691], [14.800, 11.969, 9.845], [13.545, 13.446, 11.370], [13.570, 14.614, 8.827], [14.863, 10.763, 5.407], [13.084, 10.162, 6.427], [7.432, 13.698, 14.959], [11.966, 5.001, 12.675], [15.683, 11.287, 10.083], [8.615, 13.177, 14.534], [9.041, 13.283, 13.236], [14.785, 11.569, 12.254], [13.662, 11.155, 15.798], [11.984, 6.001, 12.322], [11.174, 13.387, 10.858], [12.409, 10.575, 15.572], [10.063, 12.979, 12.886], [9.292, 12.678, 15.263], [8.259, 13.947, 12.275], [13.143, 13.516, 12.386], [8.356, 10.137, 9.980], [15.131, 12.939, 9.498], [10.188, 14.713, 9.074], [6.548, 14.208, 14.035], [10.057, 14.066, 10.336]], "s_squared": 0.767, "homo_ev": [-3.13, -5.18], "homo_lumo_gap_ev": [1.939, 4.000], "largest_force_ha_per_bohr": 0.0741, "e_above_lowest_kcal_mol": 0.0, "multiplicity": 2}

7.
{"formula": "C5H11NO", "method": "ωB97M-V/def2-TZVPD", "symbols": ["C", "C", "H", "H", "H", "H", "H", "H", "H", "O", "C", "C", "H", "H", "H", "N", "H", "C"], "xyz": [[-1.253, -1.367, -0.352], [-0.992, 0.145, -0.277], [-1.047, 0.550, -1.299], [-1.818, 1.908, 0.693], [2.826, 0.735, 0.796], [-2.299, -1.555, -0.615], [-0.632, -1.869, -1.102], [-2.054, 0.413, 1.594], [-3.034, 0.729, 0.144], [0.604, 1.118, 1.257], [2.822, 0.097, -0.089], [0.413, 0.449, 0.253], [1.228, -0.606, -1.308], [3.297, -0.860, 0.159], [-1.061, -1.844, 0.616], [1.439, -0.082, -0.473], [3.397, 0.583, -0.885], [-2.038, 0.843, 0.587]], "homo_ev": -9.59, "homo_lumo_gap_ev": 10.466, "largest_force_ha_per_bohr": 0.0066, "e_above_lowest_kcal_mol": 2.8}

8.
{"formula": "C50H41F3N4OP2SbSeZn", "method": "ωB97M-V/def2-TZVPD", "symbols": ["H", "N", "C", "H", "H", "P", "C", "H", "C", "C", "H", "H", "H", "C", "C", "H", "H", "H", "C", "H", "C", "C", "Se", "F", "H", "H", "C", "C", "H", "F", "H", "C", "H", "C", "O", "H", "H", "H", "H", "C", "C", "C", "C", "H", "C", "C", "C", "H", "C", "C", "C", "C", "C", "C", "C", "H", "H", "H", "N", "P", "C", "C", "C", "C", "C", "C", "Zn", "C", "H", "C", "H", "F", "C", "C", "C", "H", "C", "N", "H", "H", "C", "C", "H", "C", "C", "H", "C", "H", "H", "C", "H", "Sb", "H", "H", "C", "H", "C", "C", "H", "C", "H", "C", "H", "N"], "xyz": [[2.402, -2.435, 3.644], [-2.539, 3.245, -5.050], [-5.791, 1.141, 3.271], [-2.953, -0.453, 5.131], [0.458, 4.188, -1.791], [-3.145, 0.062, 2.831], [1.708, 0.443, 2.001], [-4.393, 4.003, 5.449], [-1.273, -5.192, 0.789], [3.779, 5.330, -3.406], [6.728, 1.230, 0.212], [-0.179, -3.292, -1.885], [4.797, 1.069, 3.239], [3.886, 0.531, 3.008], [2.112, 1.635, -5.186], [-0.286, -7.100, 0.793], [1.945, -3.860, 2.446], [1.773, -6.215, 1.837], [-5.221, -0.776, -0.566], [-4.243, 0.889, 0.365], [1.825, 0.816, -4.097], [-5.563, -2.117, -0.459], [-1.309, 4.091, 0.878], [7.952, -0.397, -1.370], [4.360, 3.272, -3.310], [-4.112, -1.554, 4.394], [4.841, 1.364, -0.846], [1.393, 4.500, -2.245], [-2.302, -3.015, 3.591], [1.471, -0.600, -7.954], [-4.213, -2.790, 2.565], [-0.611, -1.751, 3.970], [-2.860, 2.356, 4.438], [-4.506, -0.160, 0.448], [2.224, -1.384, -0.879], [-0.419, -0.788, 4.452], [1.064, -3.903, -0.776], [0.962, -1.991, -5.838], [1.144, -1.141, -3.519], [3.702, -0.761, 3.481], [-4.790, 3.197, 4.843], [-1.546, 0.730, -2.831], [-5.193, -2.830, 0.671], [4.136, -0.258, -3.725], [-3.930, 2.262, 4.288], [1.993, 1.168, -6.489], [0.933, -5.556, 1.653], [4.482, -1.241, 4.061], [-2.044, -2.206, 4.281], [2.524, -1.446, 3.224], [1.024, -4.217, 2.008], [1.579, 5.844, -2.539], [4.100, 0.955, -1.953], [1.586, -0.134, -6.688], [-0.218, -6.052, 1.055], [0.097, -2.484, 4.361], [-2.172, -5.554, 0.305], [1.554, -3.324, -2.365], [-1.034, 1.269, 0.194], [-0.161, -1.553, 2.155], [0.850, -3.158, -1.546], [-6.154, 3.111, 4.609], [-1.169, -3.849, 1.121], [-2.027, 2.550, -4.276], [-3.122, -1.107, 4.270], [1.287, -0.977, -5.639], [-0.487, -0.461, -0.594], [-4.127, -0.866, 1.593], [-7.716, 2.014, 3.631], [2.881, 1.135, 2.269], [-5.499, -0.209, -1.446], [2.972, 7.538, -3.397], [-4.419, 1.215, 3.504], [5.990, -0.376, -2.674], [6.688, 0.055, -1.566], [0.821, 6.584, -2.319], [2.771, 6.228, -3.116], [-1.368, 1.835, -3.404], [-5.456, -3.877, 0.763], [2.419, 2.660, -5.027], [1.067, -1.767, -0.967], [-0.031, -3.345, 1.755], [4.399, 2.038, -0.121], [2.381, 3.559, -2.527], [-6.651, 2.085, 3.818], [-2.051, -2.631, 5.288], [1.402, -0.489, -4.344], [6.455, -1.069, -3.364], [4.700, 5.681, -3.854], [-1.158, 2.403, 0.446], [-6.112, -2.606, -1.254], [1.998, 1.488, -2.042], [2.199, 1.805, -7.339], [-6.196, 0.350, 2.654], [-4.481, -2.210, 1.691], [-6.825, 3.852, 5.026], [4.690, 0.080, -2.859], [6.142, 0.924, -0.646], [-1.975, -3.169, 0.863], [3.576, 3.991, -3.100], [2.997, 2.147, 1.901], [1.514, -0.859, 2.462], [0.920, 0.937, 1.450], [-1.623, -0.301, -2.259]], "total_charge": -1, "homo_ev": -5.44, "homo_lumo_gap_ev": 7.598, "largest_force_ha_per_bohr": 0.0171, "e_above_lowest_kcal_mol": 27.4}

9.
{"formula": "C21H40N2O8RuSi3", "method": "ωB97M-V/def2-TZVPD", "symbols": ["C", "C", "H", "O", "Si", "H", "N", "H", "Ru", "C", "C", "C", "C", "H", "H", "C", "C", "H", "H", "H", "H", "H", "C", "Si", "H", "C", "H", "O", "H", "H", "C", "H", "H", "C", "C", "H", "H", "N", "O", "H", "C", "H", "H", "H", "H", "Si", "H", "O", "H", "H", "C", "H", "C", "O", "H", "H", "H", "C", "H", "O", "C", "H", "H", "C", "H", "H", "H", "O", "C", "H", "O", "H", "C", "H", "H"], "xyz": [[3.831, 1.229, -1.292], [1.822, -0.069, -2.973], [0.998, 2.919, -0.322], [-0.545, -2.924, 0.707], [2.030, 0.793, -1.292], [-2.112, -4.359, -3.290], [-2.576, -0.320, 0.676], [2.060, -1.142, -3.007], [-0.516, -0.691, -0.064], [-5.097, 0.454, 1.309], [2.581, 1.713, 2.064], [6.081, 2.288, 1.566], [1.537, -0.384, 0.146], [-0.081, 2.809, 2.905], [1.925, -0.881, 3.716], [0.914, 2.306, -1.273], [-2.366, -2.304, -2.706], [3.426, 1.037, 2.049], [-0.163, 2.034, -1.351], [5.098, 2.568, 1.854], [-4.150, 3.881, -2.176], [4.212, -3.202, -0.747], [3.762, -2.222, -0.872], [2.321, -2.071, 0.224], [6.287, 1.299, 1.236], [0.955, -0.536, 3.308], [6.821, 3.085, 1.387], [-2.145, -4.061, -1.259], [-1.967, 4.042, -1.759], [3.455, -2.190, 2.402], [-2.973, 0.935, 0.579], [-1.446, 1.706, 2.883], [0.788, -0.035, -3.344], [-4.749, -0.913, 1.389], [-2.662, -3.770, -2.530], [-3.757, -3.953, -2.652], [4.111, 1.991, -2.009], [-4.363, 3.646, -0.177], [1.257, -3.260, -0.593], [-2.591, -0.905, -3.919], [-4.236, 1.420, 0.855], [-6.042, 0.777, 1.759], [1.049, 2.912, -2.188], [0.352, -1.383, 3.003], [-2.169, 1.571, 0.339], [1.240, 0.550, 1.752], [4.326, 0.404, -1.746], [-0.126, 1.414, 1.339], [0.546, -0.016, 4.185], [-4.508, 4.596, 0.054], [-3.777, 3.224, -1.394], [-3.181, -2.315, 1.000], [2.717, -2.816, 1.910], [-2.369, 3.213, -1.469], [3.322, -3.683, 1.710], [3.561, -2.102, -1.909], [2.469, 0.493, -3.641], [-0.021, -3.462, -0.298], [4.451, -1.461, -0.647], [-2.961, -1.785, -3.753], [-4.558, 2.903, 0.967], [-0.746, -5.395, -0.803], [4.330, 1.421, -0.317], [-0.785, -4.376, -1.195], [2.742, 2.384, 1.243], [-4.152, 2.240, -1.612], [-1.310, 3.053, 1.776], [-4.937, 3.345, 2.021], [-3.480, -1.277, 0.974], [1.827, -3.092, 2.496], [-1.653, -1.643, -1.936], [2.619, 2.201, 3.026], [-0.777, 2.271, 2.251], [-0.345, -4.388, -2.182], [-5.429, -1.739, 1.635]], "s_squared": 8.762, "total_charge": 1, "homo_ev": [-10.47, -11.38], "homo_lumo_gap_ev": [8.020, 8.046], "largest_force_ha_per_bohr": 0.0517, "multiplicity": 6}